Computed, not measured: C15H23N6O3PdS3 as an isolated structure, with the ωB97M-V functional and the def2-TZVPD basis.

spin multiplicity = 1
E_LUMO (spin up / spin down) = -0.417 / -0.417 Ha
net charge = +3
E_HOMO (spin up / spin down) = -16.50 / -16.50 eV
molar mass = 538.01 g mol⁻¹

Geometry as XYZ:
```
51
Properties=species:S:1:pos:R:3:forces:R:3:lowdin_charge:R:1
Pd 0.63833 0.03699 0.63969 0.3 0.7 -0.1 0.758
S -3.21700 -3.88906 -0.04147 0.0 0.0 0.1 1.134
S 2.63486 -1.00113 0.40856 -0.1 -0.1 0.3 0.775
S -2.42535 -2.52895 2.40574 0.0 0.0 0.1 1.108
O 0.21764 -0.32656 -1.32701 0.1 0.1 0.1 -0.123
O -0.92715 1.41603 0.73812 -0.2 -0.3 0.2 -0.155
O -2.55626 -2.76815 -3.50098 0.0 0.0 0.0 0.121
N -1.49950 -1.92528 -1.14303 0.1 0.1 -0.3 0.099
N 1.28032 0.52961 2.53173 0.0 -0.2 -0.2 -0.027
N 4.63892 -0.63197 2.08559 0.0 0.0 0.0 0.168
N -1.43200 -1.79606 0.08263 -0.3 -0.4 0.0 0.001
N 2.66496 0.32718 2.72794 -0.1 0.1 0.0 -0.017
N -1.95055 3.38340 0.51572 0.0 0.0 0.1 -0.111
C -1.94550 4.83118 0.25198 0.0 0.0 0.0 0.008
C -1.65270 -1.96396 -4.04177 -0.1 -0.1 -0.1 -0.208
C 0.16586 -0.30452 -5.42767 0.0 0.0 0.1 -0.021
C 0.17125 -0.30675 -4.07267 0.0 -0.1 0.0 0.013
C -0.59515 -1.05488 -1.91716 -0.3 -0.3 0.3 -0.309
C -0.75274 -1.13917 -6.11036 0.0 0.0 -0.1 0.025
C -3.22564 2.71969 0.80439 0.0 0.0 0.0 0.004
C 0.45606 3.32186 0.15233 0.0 0.0 0.0 0.021
C -1.63326 -1.94490 -5.44014 0.0 0.0 0.1 0.034
C -3.37657 -4.06839 2.65878 0.0 0.0 0.0 -0.409
C 3.36684 -0.39644 1.83940 0.0 -0.1 -0.1 -0.755
C -4.23264 -4.28422 1.42859 0.0 0.0 -0.1 -0.405
C -2.33211 -2.70795 0.75042 0.2 0.2 -0.1 -0.864
C -0.85163 2.66400 0.48352 0.1 0.0 -0.1 -0.458
C -0.73033 -1.13745 -3.31819 0.3 0.2 0.1 -0.055
H 5.18549 -1.17194 1.43000 0.0 0.0 0.0 0.136
H -2.86850 5.25253 0.63600 0.0 0.0 0.0 0.102
H -1.11782 5.31577 0.76287 0.0 0.0 0.0 0.099
H -4.56188 -5.31844 1.33778 0.0 0.0 0.0 0.113
H 3.05158 0.62712 3.61354 0.0 0.0 0.0 0.181
H -4.02294 3.45139 0.73448 0.0 0.0 0.0 0.100
H 5.11899 -0.28536 2.90392 0.0 0.0 0.0 0.148
H -2.63849 -4.85842 2.80537 0.0 0.0 0.0 0.107
H -3.40624 1.92446 0.08344 0.0 0.0 0.0 0.096
H 0.77325 -0.00908 3.23416 -0.1 0.0 -0.1 0.139
H 0.35887 4.00866 -0.68669 0.0 0.0 0.0 0.103
H 0.81267 3.91067 1.00139 0.0 0.0 0.0 0.109
H -0.76016 -1.13999 -7.19314 0.0 0.0 0.0 0.137
H -2.51327 -2.73210 -2.53626 0.0 0.0 0.0 0.050
H -1.88669 5.03109 -0.81757 0.0 0.0 0.0 0.113
H -3.21424 2.29623 1.80745 0.0 0.0 0.0 0.100
H -5.09825 -3.62233 1.38939 0.0 0.0 0.0 0.107
H 1.19761 2.56705 -0.10056 0.0 0.0 0.0 0.069
H 0.84876 0.31442 -5.99070 0.0 0.0 0.0 0.128
H 0.86198 0.30932 -3.51615 0.0 0.0 0.0 0.124
H -3.97592 -3.95927 3.56136 0.0 0.0 0.0 0.111
H -2.33476 -2.57867 -5.96425 0.0 0.0 0.0 0.144
H 1.05247 1.51423 2.66630 0.1 0.0 0.0 0.132
```
Positions in Å, forces in eV/Å.


Computed, not measured: C15H23N6O5SY as an isolated structure, with the ωB97M-V functional and the def2-TZVPD basis.

spin multiplicity = 1
E_LUMO = -0.222 Ha
net charge = +2
E_HOMO = -15.15 eV
molar mass = 488.36 g mol⁻¹

Geometry as XYZ:
```
51
Properties=species:S:1:pos:R:3:forces:R:3:lowdin_charge:R:1
Y 0.14287 0.85236 0.21567 0.3 0.7 -0.3 1.516
S -0.73051 -0.43202 -2.83009 0.2 0.3 0.2 1.036
O 0.70562 3.24563 0.51490 -0.1 -0.2 0.0 0.015
O -0.77831 0.71597 -1.77617 -0.1 -0.4 -0.4 -0.658
O 0.18663 5.19884 1.48469 0.1 -0.3 -0.2 0.207
O -3.31680 -0.80561 2.02505 0.0 -0.1 -0.1 0.139
O -1.34001 -0.45888 0.97155 -0.9 -0.3 0.6 -0.210
N 3.28264 -1.04615 -0.18303 -0.1 0.2 0.1 0.166
N 1.53647 -0.63075 1.32164 0.2 -0.2 -0.1 0.036
N 2.15950 0.86039 -0.94846 0.6 0.0 -0.3 0.029
N -1.33590 2.04900 1.62212 -0.2 -0.1 0.1 0.056
N 2.75657 -2.63156 1.39878 0.0 0.0 0.2 -0.125
N 4.32557 0.32959 -1.66988 -0.1 0.1 -0.1 0.196
C -2.05005 3.98768 2.79071 -0.2 0.1 0.1 0.057
C 1.92413 -3.13841 2.49575 0.0 0.0 -0.2 -0.007
C -2.39176 -0.11779 1.69505 0.5 -0.1 -0.2 -0.547
C 3.93398 -3.40570 0.99437 -0.1 0.0 0.0 -0.014
C -3.24657 -1.34109 -2.78419 0.0 0.0 0.1 -0.206
C -0.00960 3.92669 1.24367 -0.3 0.3 0.3 -0.423
C -1.86525 -1.70424 -2.24731 -0.1 0.0 0.1 -0.303
C 2.48157 -1.42196 0.89005 0.2 0.0 -0.1 -0.394
C -1.19566 3.33829 1.93386 0.2 -0.1 -0.1 -0.168
C 3.21687 0.11343 -0.93965 0.1 -0.3 0.2 -0.459
C -1.83959 0.12634 -4.14200 -0.1 0.1 0.0 -0.288
C -2.99870 -0.86940 -4.21270 0.0 0.0 -0.1 -0.208
C -3.10299 3.24327 3.33245 0.0 0.1 0.0 0.025
C -3.25287 1.90881 3.00044 -0.1 0.1 0.0 0.063
C -2.33780 1.33891 2.12473 0.0 0.2 0.2 -0.141
H -2.15224 1.10645 -3.77589 -0.1 0.0 -0.1 0.104
H 5.16868 -0.19996 -1.53484 0.0 0.0 0.0 0.125
H 1.08703 -1.03827 2.13066 -0.1 0.0 0.1 0.054
H 0.86852 -3.02950 2.24560 0.0 0.0 0.0 0.100
H 4.86332 -2.87532 1.21140 0.0 0.0 0.0 0.106
H -3.86620 -0.39591 -4.66891 0.0 0.0 0.0 0.129
H 0.97532 5.48838 0.99861 0.1 0.2 0.0 0.164
H 2.12072 -4.19925 2.60632 0.0 0.0 0.1 0.099
H -2.72450 -1.71597 -4.84471 0.0 0.0 0.0 0.124
H -4.05560 1.29864 3.39093 0.0 0.0 0.0 0.141
H 2.30515 1.66990 -1.54440 0.0 0.0 0.0 0.090
H 4.36719 1.09859 -2.31543 0.0 0.0 0.0 0.128
H -3.68978 -0.55118 -2.17530 0.0 0.0 0.0 0.125
H -1.91096 5.03290 3.02769 0.0 0.0 0.0 0.138
H 3.95009 -4.32609 1.56620 0.0 0.0 0.0 0.099
H -3.91104 -2.20180 -2.73497 0.0 0.0 0.0 0.129
H -1.48512 -2.63263 -2.68052 -0.1 0.0 0.0 0.107
H 3.88468 -3.68230 -0.06055 0.0 0.0 0.0 0.102
H -3.79960 3.71607 4.01276 0.0 0.0 0.0 0.133
H 4.04661 -1.66095 -0.39884 0.0 -0.1 0.0 0.120
H -1.26589 0.24919 -5.05765 0.0 0.0 0.0 0.099
H 2.13644 -2.63634 3.44074 0.0 0.0 0.0 0.110
H -1.77284 -1.74629 -1.16090 0.0 0.0 0.0 0.083
```
Positions in Å, forces in eV/Å.


Computed, not measured: C15H23NO as an isolated structure, with the ωB97M-V functional and the def2-TZVPD basis.

spin multiplicity = 1
E_LUMO = 0.011 Ha
net charge = 0
E_HOMO = -8.61 eV
molar mass = 233.36 g mol⁻¹

Geometry as XYZ:
```
40
Properties=species:S:1:pos:R:3:forces:R:3:lowdin_charge:R:1
O 0.52533 1.15260 -0.77613 -4.1 -2.8 -0.1 -0.103
N 0.07308 -0.89601 -1.25280 -5.9 -10.2 -3.5 0.085
C -1.97826 1.58994 2.86796 -4.6 -5.4 2.4 -0.210
C -3.47625 2.33020 4.69826 3.5 -2.1 -1.1 -0.058
C -1.05386 2.44449 3.37746 5.5 -1.4 -6.3 -0.125
C 4.00458 -1.19079 -3.15443 3.1 5.2 -5.6 -0.131
C 1.46952 -1.75166 -3.02248 0.1 -2.3 -9.6 -0.216
C -1.97181 1.40944 0.58632 -7.0 -4.8 -3.6 -0.092
C -2.37396 3.08335 5.12445 -0.9 3.4 -1.7 -0.083
C 1.24396 -1.49256 -1.74557 0.6 2.7 9.1 -0.354
C 3.24121 -3.59410 -2.72870 -3.9 6.1 1.8 -0.019
C -0.43981 0.17000 -0.91234 8.5 8.6 1.0 -0.553
C -1.83968 0.50580 1.78789 8.7 13.5 0.3 -0.133
C 3.00197 -2.03898 -3.46014 -8.2 -10.8 -2.3 -0.399
C -1.77567 0.38152 -0.72893 0.5 12.4 -0.3 -0.099
C -3.22222 1.33821 3.61171 2.3 6.5 1.8 0.031
C -1.31482 3.41925 4.19195 -2.3 -1.0 5.8 -0.100
H -2.29082 -0.37255 -0.66356 -5.6 -7.9 0.7 0.006
H -2.08307 1.04314 -1.65467 0.3 -1.4 1.6 0.187
H 5.01472 -1.56382 -3.53821 -1.3 0.9 0.5 0.129
H 1.46205 -2.24235 -1.05778 -0.4 -2.9 0.7 0.122
H -1.01740 -1.75760 -1.53778 3.9 2.7 1.0 0.295
H -4.30101 2.37984 5.34125 -1.4 -0.5 0.5 0.067
H 3.40178 -3.36252 -1.70142 0.2 -0.2 1.0 0.060
H -2.45005 -0.12929 1.75573 -8.8 -9.4 0.2 0.003
H -1.36635 2.18653 0.44764 2.5 3.0 -0.1 0.040
H 3.59486 -0.14605 -3.70105 2.0 -2.1 1.1 0.171
H 0.09505 2.45826 2.87332 -3.3 -0.2 1.0 0.191
H -2.43057 3.82483 5.94957 -0.4 -0.9 -0.2 0.101
H 4.04697 -3.82977 -3.16813 6.1 -2.6 -2.9 -0.024
H 2.43986 -4.23349 -2.86674 -1.5 -1.2 -0.4 0.043
H -4.10129 0.89601 3.29714 -1.1 -1.7 -1.1 0.071
H -0.52878 3.93334 4.62800 1.4 1.7 0.3 0.082
H 1.91939 -0.92296 -1.12053 1.5 1.6 -1.1 0.157
H 1.16244 -0.92016 -3.64217 -0.2 0.5 -0.2 0.107
H 0.60239 -2.67280 -3.47509 2.9 2.3 1.3 0.202
H -0.83680 0.25102 1.75829 2.0 -1.4 0.1 0.112
H -3.27202 1.81626 0.45464 4.1 -1.1 0.6 0.206
H 4.03612 -0.93587 -2.20134 0.4 0.9 4.6 0.029
H 2.78922 -2.56070 -4.64159 1.2 2.5 3.0 0.200
```
Positions in Å, forces in eV/Å.


Computed, not measured: a single C15H23NO2 molecule, with the ωB97M-V functional and the def2-TZVPD basis.

spin multiplicity = 1
E_LUMO = 0.025 Ha
net charge = 0
SMILES = CC(C)CCNC(=O)CCCOc1ccccc1
E_HOMO = -8.40 eV
molar mass = 249.35 g mol⁻¹

Geometry as XYZ:
```
41
Properties=species:S:1:pos:R:3:forces:R:3:lowdin_charge:R:1
O 0.17878 1.28949 -1.44902 -0.3 0.2 0.2 0.064
O -0.90988 -2.00926 2.32177 -0.2 0.0 0.2 -0.044
N 1.95593 0.41278 -2.52322 0.3 0.0 -0.3 0.054
C -3.03319 -1.97974 1.09691 0.3 -0.1 -0.1 -0.030
C -4.28343 -1.62365 3.54615 0.0 0.0 0.0 -0.089
C -2.90975 -1.72245 3.48163 0.2 0.0 -0.1 -0.012
C -5.04488 -1.70247 2.39033 -0.2 0.0 -0.1 -0.107
C 0.91851 -0.91770 -0.80580 -0.4 0.2 0.3 -0.108
C 2.57822 3.74818 -1.19545 0.0 -0.3 0.0 -0.068
C 2.22502 1.56920 -3.34737 0.1 0.2 -0.2 -0.180
C -2.26784 -1.90147 2.25478 -0.2 0.0 0.2 -0.267
C 0.96729 0.38211 -1.60150 0.2 -0.6 0.0 -0.499
C 3.63987 2.70254 -1.52643 0.1 0.2 -0.2 -0.441
C -0.15222 -2.11940 1.13811 0.2 0.2 -0.4 -0.207
C -4.41296 -1.88086 1.17461 -0.1 0.0 0.1 -0.088
C 0.00908 -0.78354 0.41051 0.0 -0.3 0.1 -0.167
C 3.55089 2.24266 -2.98653 -0.3 -0.2 0.3 -0.173
C 5.03597 3.26027 -1.25360 -0.2 -0.2 0.0 -0.086
H 3.68490 3.10379 -3.64391 0.1 0.1 -0.1 0.119
H -2.30177 -1.66525 4.37089 0.1 0.0 0.1 0.116
H 2.61329 -0.34933 -2.57267 -0.1 0.0 0.1 0.143
H -4.76412 -1.48391 4.50317 0.0 0.0 0.1 0.102
H -0.96214 -0.40405 0.09049 0.1 0.0 0.0 0.112
H 2.73462 4.13248 -0.19009 0.0 0.1 0.1 0.078
H 3.48173 1.83369 -0.87716 0.0 0.0 0.0 0.128
H 5.80157 2.51854 -1.47273 0.1 0.0 0.0 0.073
H 5.13236 3.55248 -0.21071 0.1 0.1 0.1 0.074
H 4.36723 1.54231 -3.18655 0.1 0.0 -0.1 0.111
H 2.24704 1.26221 -4.39897 -0.1 0.1 0.1 0.119
H 1.92851 -1.19721 -0.49752 0.0 -0.1 -0.1 0.121
H -4.99509 -1.94276 0.26657 0.0 0.0 -0.1 0.103
H -2.57567 -2.11713 0.12980 0.1 0.0 -0.1 0.103
H -0.57982 -2.87802 0.46904 0.0 0.0 0.1 0.124
H 5.22012 4.13593 -1.87250 0.1 0.1 -0.1 0.080
H 0.54071 -1.70129 -1.46935 0.1 0.0 0.0 0.128
H 0.82660 -2.47642 1.47497 -0.1 0.0 -0.1 0.131
H 0.42824 -0.05209 1.10347 -0.1 0.0 0.0 0.131
H -6.12029 -1.62396 2.43908 -0.1 0.0 0.0 0.097
H 1.58125 3.31871 -1.23698 -0.1 0.0 0.0 0.058
H 1.38983 2.25466 -3.20008 0.1 -0.1 -0.1 0.115
H 2.63363 4.58150 -1.89296 0.0 0.2 -0.1 0.085
```
Positions in Å, forces in eV/Å.


Computed, not measured: a single C15H23NO2 molecule, with the ωB97M-V functional and the def2-TZVPD basis.

spin multiplicity = 1
E_LUMO = 0.026 Ha
net charge = 0
SMILES = CC(C)Cc1ccc([C@@H](C)C(=O)NCCO)cc1
E_HOMO = -8.92 eV
molar mass = 249.35 g mol⁻¹

Geometry as XYZ:
```
41
Properties=species:S:1:pos:R:3:forces:R:3:lowdin_charge:R:1
O 0.05415 -3.27702 -2.98769 -0.1 -0.2 -0.5 0.076
O -3.74913 -4.15899 -0.47037 -0.3 -0.3 0.0 -0.064
N -0.22750 -3.20470 -0.74649 -0.2 -0.1 0.4 0.075
C -0.63691 2.54827 1.51880 0.1 0.2 -0.3 -0.145
C 1.48272 -1.79967 -1.71243 0.0 -0.2 -0.1 -0.244
C -0.47849 1.23114 -0.61171 0.0 0.0 0.0 -0.025
C 1.37076 -0.50112 0.48158 0.1 -0.1 -0.2 -0.037
C -1.38284 -4.06484 -0.70967 -0.5 -0.1 -0.1 -0.157
C 0.00385 3.89059 1.12484 0.0 0.0 0.3 -0.432
C 1.49927 3.88685 1.42738 -0.2 0.0 -0.2 -0.072
C 0.35621 -2.82413 -1.90678 0.4 0.3 0.2 -0.483
C 0.84407 0.52970 1.24222 -0.1 0.1 0.0 -0.035
C 0.04883 0.20869 -1.37375 0.1 0.0 0.0 -0.018
C 2.72335 -2.52713 -1.19317 -0.1 0.1 -0.1 -0.051
C -0.68602 5.03647 1.86013 0.1 -0.1 -0.3 -0.084
C -2.69077 -3.26477 -0.72307 0.4 0.3 0.0 -0.258
C 0.98580 -0.67400 -0.84146 0.1 0.2 0.0 -0.214
C -0.08679 1.41018 0.71100 0.0 -0.1 0.2 -0.244
H 1.99768 3.08369 0.88944 0.1 0.0 0.0 0.072
H -0.01254 -2.68007 0.08828 0.0 0.0 -0.1 0.134
H 3.53229 -1.81997 -1.02175 0.1 0.0 0.0 0.085
H -1.71593 2.61710 1.35910 0.0 0.0 0.1 0.120
H 1.70731 -1.40043 -2.70704 -0.1 -0.1 0.1 0.150
H -2.80458 -2.77552 -1.69899 0.1 0.0 0.1 0.123
H -0.26728 0.08269 -2.39955 0.0 0.0 -0.1 0.123
H 1.94910 4.83114 1.12911 0.1 0.1 0.0 0.077
H 2.09534 -1.16249 0.93202 0.1 -0.1 0.0 0.107
H -1.20623 1.90169 -1.04617 -0.1 0.1 -0.1 0.117
H 3.05026 -3.25423 -1.93284 0.0 -0.1 0.0 0.088
H -2.64972 -2.48334 0.05361 0.1 -0.1 -0.1 0.118
H -1.34765 -4.71079 -1.58869 0.0 0.0 0.1 0.127
H -1.74788 5.06422 1.62502 -0.1 0.0 0.0 0.074
H 1.67050 3.74793 2.49311 0.0 0.0 0.2 0.083
H 2.51389 -3.05999 -0.26829 0.0 0.0 0.1 0.076
H -0.46106 2.37025 2.58173 0.0 0.0 0.1 0.121
H -0.13182 4.03185 0.04682 0.0 0.0 0.0 0.133
H -1.35617 -4.68203 0.19111 0.0 0.0 -0.1 0.126
H -4.58702 -3.70212 -0.59438 0.1 0.0 0.0 0.087
H 1.16440 0.64723 2.26789 0.0 0.0 0.1 0.115
H -0.24759 5.99005 1.57488 0.0 0.1 0.0 0.075
H -0.57587 4.91761 2.93623 0.0 0.0 0.2 0.080
```
Positions in Å, forces in eV/Å.


Number 1: energy -2461.11398 a.u.. Number 2: energy -1726.42316 a.u.. Number 3: energy -714.84436 a.u.. Number 4: energy -790.62254 a.u.. Number 5: energy -790.63346 a.u..